Entry from the Open Molecules 2025 dataset: a 7-piece molecular cluster, C46H47BF50N3O9P overall (ωB97M-V/def2-TZVPD).

CARTESIAN COORDINATES (ANGSTROEM)
C -3.934 -2.758 2.860
C -3.627 -3.681 1.578
B -2.831 -5.056 1.894
O -3.319 -6.265 1.239
C -1.517 -5.213 2.844
C -0.100 -4.565 2.494
C 0.117 -3.696 1.151
N 0.143 -2.226 1.414
C -0.954 -1.480 0.722
C 1.050 -4.835 3.532
C 2.523 -4.243 3.204
F 2.498 -2.806 2.966
C 3.238 -5.042 1.973
C 2.837 -6.605 1.938
C 0.816 -5.655 4.868
N 1.951 -5.785 5.742
C 1.658 -6.502 6.940
P 3.095 -6.676 8.200
O 4.498 -6.969 7.212
O 2.917 -8.106 9.130
C 0.250 -7.108 7.207
F 0.100 -7.842 8.438
N -0.900 -7.056 6.378
C -0.556 -6.284 5.212
C -1.722 -6.063 4.153
C -3.180 -6.728 4.411
H -3.185 -2.870 3.715
H -4.051 -1.667 2.495
H -4.987 -3.048 3.249
H -3.074 -3.150 0.728
H -4.653 -3.995 1.145
H -2.609 -6.928 1.402
H 1.133 -3.975 0.668
H -0.670 -3.923 0.339
H 0.153 -2.026 2.429
H -1.828 -1.405 1.483
H -1.269 -1.920 -0.281
H -0.579 -0.389 0.607
H 3.248 -4.386 4.095
H 3.124 -4.502 0.974
H 4.372 -5.019 2.216
H 3.725 -7.161 1.446
H 1.924 -6.832 1.291
H 2.684 -6.999 3.000
H 4.303 -7.847 6.803
H 2.835 -8.841 8.473
H -3.973 -5.937 4.683
H -3.157 -7.465 5.305
H -3.500 -7.373 3.505
F -1.381 0.846 -2.409
C -0.696 1.558 -3.326
F 0.624 1.392 -3.033
C -1.069 3.036 -3.294
F -0.752 3.591 -2.099
F -0.303 3.685 -4.221
C -2.538 3.347 -3.622
O -3.397 3.556 -2.500
C -3.974 2.397 -1.938
F -3.700 1.330 -2.714
F -5.314 2.575 -2.010
C -3.563 2.188 -0.477
F -2.220 2.039 -0.353
F -4.129 1.064 0.027
H -0.873 1.122 -4.313
H -2.539 4.307 -4.144
H -2.967 2.645 -4.343
H -3.865 3.036 0.142
F -3.656 7.396 -4.543
C -2.418 7.574 -4.044
F -1.913 6.330 -3.827
C -2.425 8.376 -2.744
F -3.107 7.723 -1.773
F -1.134 8.462 -2.302
C -2.960 9.818 -2.854
O -4.319 10.027 -2.456
C -5.316 9.820 -3.436
F -4.740 9.612 -4.636
F -5.982 10.993 -3.541
C -6.296 8.709 -3.046
F -5.664 7.524 -2.898
F -7.235 8.534 -4.008
H -1.799 8.055 -4.807
H -2.381 10.410 -2.138
H -2.744 10.273 -3.824
H -6.801 8.944 -2.106
F 2.990 9.040 2.381
C 4.092 8.470 1.856
F 5.023 9.455 1.769
C 3.832 7.862 0.479
F 3.468 8.816 -0.413
F 5.013 7.352 0.020
C 2.802 6.715 0.436
O 1.474 7.062 0.028
C 0.590 7.519 1.031
F 1.162 7.377 2.242
F -0.463 6.669 1.014
C 0.098 8.946 0.769
F 1.124 9.826 0.744
F -0.744 9.357 1.750
H 4.466 7.719 2.558
H 3.147 6.028 -0.343
H 2.805 6.115 1.351
H -0.425 9.009 -0.187
F 5.373 -1.021 -6.357
C 6.580 -0.775 -5.813
F 7.128 -1.987 -5.541
C 6.483 0.062 -4.538
F 5.790 -0.596 -3.577
F 7.749 0.218 -4.046
C 5.891 1.476 -4.707
O 4.509 1.635 -4.370
C 3.562 1.360 -5.384
F 4.196 1.148 -6.554
F 2.851 2.501 -5.546
C 2.615 0.218 -5.003
F 3.290 -0.936 -4.799
F 1.723 -0.024 -5.997
H 7.209 -0.286 -6.562
H 6.414 2.110 -3.985
H 6.128 1.916 -5.680
H 2.063 0.453 -4.091
F -6.899 -3.804 -0.731
C -5.745 -4.338 -1.176
F -4.849 -3.318 -1.223
C -5.897 -4.980 -2.554
F -6.243 -4.057 -3.485
F -4.672 -5.452 -2.931
C -6.879 -6.167 -2.634
O -8.192 -5.879 -3.129
C -9.151 -5.439 -2.189
F -8.649 -5.537 -0.944
F -10.168 -6.330 -2.252
C -9.680 -4.037 -2.509
F -8.688 -3.119 -2.490
F -10.593 -3.645 -1.587
H -5.387 -5.062 -0.438
H -6.462 -6.854 -3.377
H -6.909 -6.750 -1.709
H -10.148 -4.011 -3.496
F 8.564 -0.934 3.692
C 7.976 -2.018 4.235
F 8.931 -2.983 4.282
C 6.776 -2.497 3.420
F 7.156 -2.885 2.178
F 6.281 -3.618 4.028
C 5.606 -1.499 3.300
O 5.545 -0.735 2.090
C 6.285 0.467 2.048
F 6.793 0.734 3.266
F 5.386 1.448 1.795
C 7.351 0.456 0.948
F 8.252 -0.532 1.144
F 8.046 1.621 0.937
H 7.690 -1.783 5.264
H 4.693 -2.103 3.279
H 5.497 -0.870 4.188
H 6.898 0.312 -0.036

Computed properties:
Kohn-Sham gap (eV): 6.94
Maximum force (eV/A): 6.5
E (Ha): -7981.77805
SMILES string: CCB(O)c1c(CNC)c([C@H](F)CC)c2nc(P(O)O)c(F)nc2c1C.FC(F)C(F)(F)COC(F)(F)C(F)F.FC(F)C(F)(F)COC(F)(F)C(F)F.FC(F)C(F)(F)COC(F)(F)C(F)F.FC(F)C(F)(F)COC(F)(F)C(F)F.FC(F)C(F)(F)COC(F)(F)C(F)F.FC(F)C(F)(F)COC(F)(F)C(F)F
LUMO level (eV): -1.6